ORCA calculation (ωB97M-V with the def2-TZVPD basis set) on a structure of composition C6H6.

Last column: natural (NBO) charge in e.
Geometry (Å):
C 0.1139 -0.0240 0.2713  0.028
C 1.0549 -0.5913 -0.6246  -0.298
C 2.1248 -0.5906 0.5021  0.137
C -1.3695 0.0473 0.3243  -0.656
C 1.1903 0.5464 0.9578  -0.280
C 2.0890 0.4677 -0.3424  -0.289
H -1.5609 1.1591 0.1972  0.210
H 0.9755 -1.0775 -1.6482  0.235
H 1.2442 1.2845 1.6783  0.225
H -1.9042 -0.3129 1.1902  0.219
H -1.8935 -0.5293 -0.5612  0.220
H 2.4734 1.4524 -0.7686  0.249

Computed properties:
2S+1: 3
⟨S²⟩: 2.0096
LUMO energy (alpha / beta): 1.12 / -1.78 eV
HOMO energy (alpha / beta): -5.443 / -9.534 eV
energy relative to the best compared isomer or geometry (same formula, charge and spin): 73.72 kcal per mole
orbital gap (alpha / beta): 6.560 / 7.755 eV

ORCA calculation (ωB97M-V with the def2-TZVPD basis set) on a structure of composition C44H48BaClI3N7O2.

Last column: Löwdin charge in e.
Geometry (Å):
Ba -0.0997 0.4530 0.1247  1.811
I -1.4875 -7.4765 0.9738  0.889
I 1.4112 -4.3662 -2.7318  0.933
I -4.6554 3.2699 2.9405  0.842
Cl -1.4034 6.2842 5.8914  0.643
O -0.1149 -1.9805 -1.2198  -0.330
O -1.4288 2.1255 1.8088  -0.351
N -4.0870 0.5669 -5.1549  0.046
N -1.3548 -1.9646 1.2961  -0.001
N 1.1192 3.3872 2.3588  0.089
N 2.5718 -1.2271 1.3029  0.124
N -4.3438 -1.8415 -4.2649  0.157
N -2.2748 0.4995 -2.0016  -0.020
N 2.3631 0.8682 -0.9227  -0.048
C -2.3262 -4.2906 2.4282  -0.008
C -5.1444 0.9643 -4.1532  -0.341
C 2.6877 -2.1752 2.3306  -0.184
C 2.3289 1.6487 -2.1336  -0.215
C -2.6078 3.6752 3.1243  -0.642
C 2.0167 3.2717 -4.4240  -0.078
C 1.9233 -0.4977 4.0793  -0.039
C 2.6733 -2.8218 4.7130  -0.047
C 3.5378 -3.8189 0.6313  -0.055
C -4.4503 1.5458 -2.9300  -0.095
C 3.2252 -4.5009 3.0368  -0.038
C 3.3893 -0.2569 0.9723  -0.255
C 3.0139 -3.5257 2.0232  -0.190
C -6.0522 -0.1947 -3.8065  -0.097
C -1.4083 -5.4878 0.3795  -0.691
C 2.2579 3.8827 2.7639  -0.184
C -0.0951 -4.3239 -1.3012  -0.671
C -0.0217 3.7548 2.9409  -0.145
C -2.3710 -3.0786 3.1255  -0.037
C -1.8888 -1.9372 2.4938  -0.164
C 1.4929 1.9738 -4.4166  -0.050
C -2.4064 4.5546 4.1988  -0.275
C -0.0024 4.5662 4.1324  -0.184
C -0.4301 -3.0779 -0.6348  -0.440
C -1.3638 3.1661 2.5427  -0.394
C -1.1992 4.9820 4.7098  -0.604
C -5.2310 -1.3378 -3.1649  -0.278
C 3.5019 3.5865 -0.9461  -0.051
C 2.4190 -1.8587 3.7212  -0.200
C 2.3646 4.7301 3.8774  -0.067
C -0.7691 -5.4452 -0.8947  -0.281
C 4.1950 0.5971 1.9650  0.008
C -3.8016 0.4962 -1.9345  -0.296
C 2.7040 3.7432 -3.3179  -0.038
C 1.6286 1.1808 -3.2634  -0.215
C -1.6703 -4.3646 1.1819  -0.226
C 3.1214 -4.0931 4.3637  -0.084
C 4.8331 0.5116 -1.0394  0.000
C 3.4372 0.2982 -0.4217  -0.230
C 1.2316 -0.2845 -3.4099  -0.070
C 1.2543 4.9963 4.6287  -0.029
C -1.2241 -3.1212 0.6155  -0.169
C -4.4366 -0.9262 -1.9072  -0.075
C 2.7969 2.9880 -2.1121  -0.209
H 1.9764 3.8589 -5.3503  0.112
H -0.6956 -6.3656 -1.4527  0.051
H 3.3127 3.0734 -0.0230  0.040
H 4.4272 -3.2111 0.4176  0.079
H 0.9285 -0.5811 4.5343  0.095
H -1.9524 -0.9800 2.9946  0.108
H -3.2636 5.0229 4.6441  0.044
H 2.5384 -0.0266 4.8576  0.098
H 4.8316 0.3720 -2.1363  0.099
H -4.0445 -0.8922 -4.8177  0.096
H 3.1448 3.6523 2.1357  0.091
H -3.9870 0.8957 -0.9336  0.132
H -1.9716 0.1022 -2.8848  0.053
H -2.8172 -2.9671 4.1139  0.112
H -3.5033 -2.3396 -3.9240  0.167
H 2.3579 -2.6480 5.7077  0.101
H 1.3428 -0.9269 -2.4957  0.034
H -5.1223 -0.9113 -1.0528  0.130
H 3.3844 5.1300 4.2210  0.132
H 3.4064 -5.5337 2.7334  0.113
H -6.7833 0.1537 -3.0216  0.158
H 5.1723 1.5416 -0.8034  0.076
H 3.8948 -4.8568 0.6463  0.078
H 3.4585 1.2636 2.4779  0.077
H -5.2231 2.0538 -2.3242  0.135
H 4.6652 -0.0608 2.7124  0.102
H -4.8276 -2.4924 -4.8944  0.164
H -3.7031 2.2791 -3.2347  0.117
H 4.6000 3.7317 -1.2046  0.117
H -3.6727 -1.6861 -1.5876  0.140
H 1.1421 1.6038 -5.3267  0.091
H -2.0472 1.4777 -2.1021  0.050
H 3.0558 4.5928 -0.8229  0.099
H 0.2058 -0.3462 -3.8051  0.063
H -5.9042 -2.1411 -2.8287  0.154
H 4.9887 1.1704 1.4402  0.085
H 3.3893 -4.8133 5.1710  0.117
H -3.1964 1.0411 -5.0619  0.103
H 2.0035 0.0717 3.1646  0.030
H -5.7324 1.8356 -4.5710  0.162
H 2.8040 -3.5994 -0.1925  0.027
H -2.7559 -5.1698 2.8866  0.095
H 1.8671 -0.8482 -4.1569  0.101
H -4.4011 0.6940 -6.1501  0.143
H 3.0602 4.8083 -3.2407  0.134
H 1.3008 5.4471 5.6346  0.113
H -6.6429 -0.5883 -4.6255  0.123
H 5.6392 -0.1806 -0.6373  0.111

Computed properties:
total charge: +1
LUMO energy: -2.90 eV
HOMO energy: -8.300 eV
energy relative to the best compared isomer or geometry (same formula, charge and spin): 35.44 kcal per mole
orbital gap: 5.400 eV

ORCA calculation (ωB97M-V with the def2-TZVPD basis set) on a cluster of 10 separate species, C21H63F3N12O12S in total.

Last column: Löwdin charge in e.
Geometry (Å):
S 0.5608 0.7831 0.1538  0.538
F 0.4646 0.4627 -2.4416  0.124
F -0.5231 2.2492 -1.7468  0.114
F -1.4819 0.3287 -1.4356  0.163
O 1.4188 -0.3788 0.0086  -0.308
O -5.9429 0.4887 -0.1062  0.015
O 5.1876 -0.0563 -1.5304  -0.226
O 1.3068 2.0425 0.3227  -0.304
O -3.1797 2.4206 2.9847  -0.224
O -2.1701 -2.6163 0.2575  -0.233
O 3.7530 1.6336 0.0534  0.185
O 1.7549 4.1561 -4.0711  0.018
O 4.8212 -3.6279 -0.9037  0.013
O -4.7716 -1.5817 -3.7779  0.030
O -0.4885 0.6222 1.1224  -0.279
O -0.7180 -2.2503 6.0411  -0.186
N 1.5220 4.3314 -1.8112  0.160
N -0.6078 3.6990 2.3443  0.051
N 2.8600 5.8258 -2.9772  0.155
N 3.9783 -2.2017 0.6685  0.166
N -3.0164 -0.2639 -4.3492  0.160
N -4.4065 -1.0752 -0.7333  0.164
N 2.9526 -2.4122 -1.3937  0.175
N -1.7589 -5.5852 -1.8782  0.035
N 3.6068 2.0940 -2.6287  0.071
N 0.4299 0.6128 4.0643  0.060
N -3.6839 -2.0077 -5.7332  0.151
N -3.9763 0.2837 1.0560  0.179
C 2.0045 4.7507 -3.0315  -0.675
C 4.8251 0.0007 -2.8962  -0.203
C 3.9917 -2.7874 -0.5820  -0.673
C -2.8719 3.7920 3.1567  -0.201
C -2.4945 -3.8812 -0.3224  -0.171
C -1.9469 4.2460 2.0575  -0.412
C 6.4669 -0.6345 -1.3805  -0.087
C -1.2798 -2.4343 7.3131  -0.119
C -3.8864 -1.3127 -4.5640  -0.678
C -1.4457 -3.1971 -2.5287  -0.047
C 0.8301 -1.7331 3.8022  -0.071
C -0.3229 0.9485 -1.4687  -0.628
C -1.2603 -2.6848 1.3197  -0.107
C -1.4806 -4.2407 -1.3987  -0.425
C -0.1863 -0.7127 4.2877  -0.422
C 3.0082 0.5730 -4.5055  -0.048
C 3.4788 0.6859 -3.0610  -0.425
C -3.7255 1.8124 4.1279  -0.109
C -2.3745 3.8982 0.6227  -0.050
C -4.8529 -0.0378 0.0558  -0.664
C -0.3892 -0.8999 5.7812  -0.216
H -2.3687 3.9361 4.1186  0.124
H 1.8502 4.7727 -0.9731  0.102
H 3.8426 1.0297 0.8051  0.149
H 7.2414 -0.0445 -1.8809  0.093
H -2.5051 -4.6456 0.4574  0.128
H -2.1942 -3.3689 -3.3130  0.068
H 3.0218 -0.4241 -4.9542  0.081
H -2.9048 0.0376 -3.3959  0.077
H -1.7332 -2.1905 -2.2073  0.053
H -1.6499 4.3283 -0.0679  0.066
H -4.3336 -2.7385 -5.9474  0.101
H -0.2811 -3.0552 0.9820  0.092
H 4.1655 1.3185 -0.8073  0.104
H 3.7029 1.1497 -5.1299  0.088
H -3.0935 -0.1941 1.0815  0.070
H -1.1385 -0.2151 6.2002  0.118
H 6.4676 -1.6657 -1.7419  0.091
H 2.6660 2.4802 -2.6177  0.042
H -2.9236 -1.7599 -6.3364  0.089
H -1.0376 -1.6696 1.6428  0.049
H -3.8124 0.7439 3.9325  0.084
H -0.2318 1.3577 4.2708  0.063
H 2.7449 1.7955 -0.0916  0.058
H 2.7397 0.2108 -2.4134  0.103
H -4.7012 2.2341 4.3897  0.095
H -3.3628 4.3146 0.4012  0.085
H -0.5177 -2.3285 8.1033  0.090
H -1.8989 5.3392 2.0743  0.134
H -0.4867 -4.2249 -0.9468  0.128
H 3.1378 -1.7098 0.9200  0.060
H -2.0363 -1.6761 7.5475  0.083
H -0.6386 2.6832 2.3452  0.028
H 6.7371 -0.6621 -0.3244  0.092
H 4.6870 -0.9801 -3.3662  0.132
H 0.3897 -2.7401 3.8439  0.078
H 0.8757 3.5630 -1.8156  0.058
H -1.1256 -0.8749 3.7490  0.127
H -2.4372 2.8184 0.4822  0.059
H -3.4923 -3.7788 -0.7545  0.130
H -1.0485 -5.9361 -2.5087  0.071
H -4.1764 1.0350 1.6893  0.067
H 0.5630 -0.6422 6.2669  0.131
H 0.5424 0.6079 3.0551  0.024
H -0.4643 -3.2183 -3.0051  0.070
H 5.5711 0.5865 -3.4504  0.137
H -3.6061 -1.5817 -0.3841  0.041
H -1.6943 -3.4350 7.3974  0.086
H 3.2202 6.1751 -3.8445  0.102
H -2.2095 -0.1162 -4.9306  0.090
H 4.7329 -2.4272 1.2852  0.103
H 1.7037 -1.9229 4.4335  0.088
H 2.9985 6.3534 -2.1360  0.092
H 2.3546 -1.6701 -1.0700  0.038
H -1.5370 -3.2677 2.2041  0.101
H -3.0494 1.9029 4.9905  0.085
H 2.7792 -2.9820 -2.1985  0.108
H 2.0080 0.9787 -4.6539  0.076
H 1.1839 -1.6258 2.7734  0.058
H -2.6236 -5.6643 -2.4002  0.074
H -3.8040 4.3745 3.1217  0.132
H 4.1422 2.6349 -3.2984  0.097
H 0.0293 3.9001 1.5808  0.046
H -4.9603 -1.3535 -1.5239  0.074

Computed properties:
LUMO energy: -0.05 eV
HOMO energy: -8.684 eV
orbital gap: 8.630 eV

ORCA calculation (ωB97M-V with the def2-TZVPD basis set) on a structure of composition C15H31BF4HgP2.

Last column: natural (NBO) charge in e.
Geometry (Å):
Hg 1.5676 -2.9538 -0.3409  1.130
P -0.6966 -2.0911 -0.6539  0.849
P 2.0774 -0.3902 0.3939  0.741
F 0.9024 -5.1564 -1.5772  -0.629
F 3.1398 -5.6467 -2.0043  -0.573
F 2.2500 -6.0129 0.1204  -0.583
F 1.6192 -7.3874 -1.6686  -0.558
C 2.2453 -0.2266 2.2071  -0.945
C -2.9309 2.0460 0.5798  -0.188
C 3.6200 -3.3390 0.0855  -1.120
C -1.4768 3.4535 2.2199  -0.448
C -1.3363 4.3539 -0.6785  -0.446
C -2.7330 2.1645 -0.7416  -0.181
C -2.3801 3.4548 -1.4103  -0.449
C -0.7749 -0.4435 0.1593  -0.729
C -0.2685 3.3193 1.3496  -0.186
C -0.2319 3.6554 0.0496  -0.185
C -1.1125 -1.8222 -2.3972  -0.953
C 3.3743 0.6216 -0.3878  -0.941
C 0.4756 0.4247 -0.0234  -0.739
C -1.9105 -3.1705 0.1398  -0.951
C -2.8623 3.1798 1.5566  -0.448
B 2.0144 -6.1081 -1.2832  1.363
H -1.8769 5.0441 -0.0126  0.208
H 3.1809 -0.7272 2.5041  0.254
H 2.2871 0.8242 2.5297  0.221
H -1.3632 2.7567 3.0678  0.211
H 0.5386 0.7932 -1.0624  0.231
H -3.2332 1.0855 1.0161  0.201
H -1.6408 0.0834 -0.2598  0.257
H -0.9804 -0.6027 1.2304  0.239
H -2.9209 1.3291 -1.4230  0.199
H -0.8612 4.9615 -1.4657  0.224
H 0.6709 3.4734 -0.5464  0.202
H 3.1850 0.6908 -1.4711  0.245
H 3.6849 -4.3095 0.5829  0.251
H 1.4065 -0.7306 2.7087  0.241
H -1.2100 -2.8027 -2.8824  0.275
H 4.3424 0.1178 -0.2395  0.255
H -1.8702 -4.1452 -0.3632  0.280
H -2.0572 -1.2659 -2.5015  0.233
H 4.0283 -2.5250 0.6975  0.175
H 3.4219 1.6366 0.0464  0.220
H -3.2826 4.0750 -1.5643  0.226
H -0.3089 -1.2657 -2.8961  0.255
H -3.2352 4.1182 1.1209  0.209
H 0.6427 3.0079 1.8756  0.204
H 4.1033 -3.4057 -0.8967  0.233
H -1.6462 -3.3095 1.1961  0.258
H -1.5227 4.4658 2.6618  0.227
H -1.9916 3.2215 -2.4133  0.211
H 0.4016 1.3158 0.6123  0.265
H -2.9269 -2.7507 0.0666  0.233
H -3.5374 2.9146 2.3859  0.223

Computed properties:
LUMO energy: 0.02 eV
HOMO energy: -7.555 eV
energy relative to the best compared isomer or geometry (same formula, charge and spin): 0.00 kcal per mole
orbital gap: 7.580 eV

ORCA calculation (ωB97M-V with the def2-TZVPD basis set) on a cluster of 2 separate species, C4H9NO in total.

Last column: natural (NBO) charge in e.
Geometry (Å):
O -0.3858 0.2794 2.7199  -0.952
N -1.3549 -0.9602 -0.1941  -0.428
C 0.6540 0.1995 -0.4103  -0.233
C -1.3939 -2.1053 -0.6675  -0.008
C 1.4939 1.4163 -0.6135  -0.643
C -0.6664 0.1698 -0.6281  -0.063
H -0.8306 -0.0182 1.9191  0.485
H 0.3995 0.7749 2.4668  0.466
H 2.4944 1.1848 -0.9768  0.222
H 1.6944 1.9326 0.3363  0.209
H 1.0350 -0.7209 -0.0032  0.206
H -1.0863 -2.3820 -1.7002  0.139
H 1.0326 2.1460 -1.2850  0.218
H -1.8280 -2.9788 -0.1722  0.172
H -1.2579 1.0621 -0.7911  0.211

Computed properties:
LUMO energy: 1.01 eV
HOMO energy: -8.663 eV
energy relative to the best compared isomer or geometry (same formula, charge and spin): 56.97 kcal per mole
orbital gap: 9.669 eV

ORCA calculation (ωB97M-V with the def2-TZVPD basis set) on a structure of composition C10H13AsF6N4PtS.

Last column: Löwdin charge in e.
Geometry (Å):
Pt -1.7363 -0.2404 0.4687  1.072
As -1.5583 -0.0406 4.6874  0.869
S -1.8271 -2.3052 -0.5021  0.690
F -1.5369 -0.0392 2.5879  -0.520
F -2.7203 -1.2942 4.4021  -0.232
F -0.3890 1.2314 4.4401  -0.245
F -0.2836 -1.1930 4.4406  -0.233
F -1.5924 -0.0500 6.3606  -0.165
F -2.8015 1.1499 4.4019  -0.248
N 0.6104 -1.3318 -1.1968  0.031
N -1.2706 1.8334 0.0449  -0.048
N 0.4056 -3.6161 -1.1003  0.023
N 0.1427 -0.1663 -0.8873  -0.041
C -1.8881 2.7528 0.7741  -0.079
C 0.4954 0.9999 -1.3259  -0.203
C 0.3393 3.4265 -0.6630  0.035
C 1.4788 1.1949 -2.4239  0.018
C -0.1030 -2.4058 -0.9653  -0.691
C 1.7861 -3.8804 -1.4664  -0.205
C -0.3003 4.3952 0.0919  0.002
C -0.1513 2.1213 -0.6493  -0.199
C -1.4209 4.0591 0.8376  0.010
C 2.0330 -3.5651 -2.9364  -0.070
H 1.3164 -4.0914 -3.5611  0.083
H 1.9905 -4.9304 -1.2593  0.129
H 3.0345 -3.8668 -3.2253  0.084
H 1.2298 2.0686 -3.0197  0.099
H 1.5014 0.3139 -3.0584  0.085
H -1.9344 4.7828 1.4484  0.128
H 2.4379 -3.2655 -0.8395  0.127
H 1.9318 -2.4982 -3.1057  0.053
H 0.0795 5.4049 0.1069  0.129
H 2.4802 1.3298 -2.0121  0.114
H -2.7777 2.4514 1.3184  0.131
H -0.2182 -4.4001 -0.9729  0.144
H 1.2175 3.6654 -1.2392  0.127

Computed properties:
2S+1: 2
⟨S²⟩: 0.7765
total charge: +1
LUMO energy (alpha / beta): -6.79 / -6.73 eV
HOMO energy (alpha / beta): -12.870 / -12.843 eV
orbital gap (alpha / beta): 6.076 / 6.113 eV

Table of E (eV), in record order: -6309.673, -98445.405, -84240.605, -50360.739, -7829.850, -107760.207